Density functional theory data (ωB97M-V/def2-TZVPD) for a 13-piece molecular cluster, H26O13 overall.

Geometry as ORCA input:
```
! wB97M-V def2-TZVPD RIJCOSX def2/J DEFGRID3
* xyz 0 1
O 0.0881 -0.1021 -0.0178
O 0.0851 2.8269 2.1868
O -2.4767 2.0454 1.5846
O -1.7675 2.4521 -1.6855
O 1.4153 -1.9328 -3.3057
O 0.9930 2.1036 -1.5109
O -2.2285 -1.4578 0.6322
O 1.4871 0.3785 2.4664
O -2.0736 -0.0969 3.1510
O 0.3781 -3.3655 1.2657
O 2.2876 -2.4440 -0.6024
O 3.4730 0.2977 -0.5445
O -0.8499 -0.3605 -2.8835
H -0.6535 2.4447 1.7128
H 0.8333 -2.6204 -3.6293
H -1.0368 -0.2338 -3.8137
H 0.7393 1.4447 -0.8645
H 2.9832 -0.5182 -0.4418
H -1.6950 2.7324 -2.5979
H 0.8336 -1.1981 -3.1107
H 0.2861 3.6318 1.7093
H -0.5714 -0.1789 0.6716
H 1.0419 1.2194 2.3617
H -1.6967 -0.2501 -2.4513
H -0.1967 -0.7186 -0.6923
H -2.7381 -1.0720 1.3447
H 4.3850 0.0511 -0.3901
H 1.4248 1.6053 -2.2047
H 2.1080 -2.2368 -1.5195
H -2.5079 1.1588 1.9441
H 1.0072 -3.0431 0.6203
H 1.8146 0.1698 1.5915
H 2.6215 -3.3410 -0.6200
H -3.1783 2.5129 2.0378
H -0.8619 2.3454 -1.3946
H -2.7307 -1.2578 -0.1577
H -1.3624 -0.7284 3.2584
H -2.0409 0.4385 3.9438
H 0.3808 -2.7021 1.9557
*
```

The calculation puts the energy at -27040.50709 eV. The highest occupied orbital energy is -10.36 eV.